{
  "formula": "C15H20BN9O8P2Ti",
  "method": "the ωB97M-V functional and the def2-TZVPD basis",
  "orbital_gap_ev": [4.5, 4.5],
  "charge": -1,
  "spin_multiplicity": 2,
  "largest_force_ev_per_a": 0.67,
  "relative_energy_ev": 2.251,
  "symbols": ["Ti", "C", "C", "N", "N", "C", "B", "N", "C", "C", "C", "N", "N", "C", "C", "C", "N", "N", "C", "C", "C", "N", "H", "H", "H", "H", "H", "H", "H", "H", "H", "H", "H", "H", "O", "P", "O", "O", "O", "P", "O", "O", "O", "H", "H", "N", "C", "O", "C", "C", "H", "H", "H", "H", "H", "H"],
  "coordinates": [[0.58, 0.47, -0.90], [-1.76, -3.16, -0.47], [-0.87, -2.34, -1.16], [-0.81, -1.14, -0.59], [-1.64, -1.16, 0.48], [-2.21, -2.38, 0.58], [-1.70, 0.07, 1.42], [-1.96, 1.35, 0.58], [-2.95, 2.25, 0.71], [-2.83, 3.18, -0.30], [-1.72, 2.75, -1.04], [-1.21, 1.66, -0.49], [-0.32, 0.18, 2.11], [0.09, -0.05, 3.37], [1.47, -0.08, 3.37], [1.83, 0.13, 2.04], [0.75, 0.29, 1.29], [-2.87, -0.08, 2.39], [-4.14, -0.42, 2.06], [-4.95, -0.18, 3.14], [-4.07, 0.34, 4.11], [-2.84, 0.41, 3.65], [-1.99, -4.19, -0.66], [-0.26, -2.54, -2.03], [-2.87, -2.62, 1.39], [-3.66, 2.18, 1.52], [-3.46, 4.03, -0.49], [-1.26, 3.17, -1.92], [-0.63, -0.15, 4.16], [2.11, -0.25, 4.21], [2.81, 0.16, 1.59], [-4.37, -0.79, 1.07], [-6.01, -0.35, 3.21], [-4.29, 0.67, 5.11], [2.43, 0.36, -4.12], [1.05, 1.16, -3.98], [0.42, 1.46, -5.27], [0.20, 0.49, -2.89], [1.55, 2.56, -3.27], [2.49, 2.65, -1.98], [2.71, 4.22, -1.83], [3.77, 1.92, -2.24], [1.66, 2.23, -0.78], [3.12, 0.75, -3.55], [3.32, 4.55, -2.50], [4.36, -0.80, -1.31], [3.18, -1.40, -1.23], [2.17, -0.68, -1.11], [3.09, -2.89, -1.26], [2.46, -3.39, 0.01], [4.36, 0.21, -1.48], [5.17, -1.35, -1.54], [4.11, -3.26, -1.43], [2.55, -3.09, -2.23], [1.75, -2.69, 0.47], [2.12, -4.42, -0.02]],
  "lowdin_spin": [0.918, 0.001, 0.002, 0.003, 0.002, 0.001, 0.001, 0.002, 0.001, 0.000, 0.002, 0.002, 0.002, 0.000, 0.000, 0.002, 0.005, 0.000, 0.000, 0.000, 0.000, 0.000, 0.000, 0.000, 0.000, 0.000, 0.000, 0.000, 0.000, 0.000, 0.000, 0.000, 0.000, 0.000, 0.000, 0.002, -0.001, 0.023, 0.000, 0.001, 0.000, 0.000, 0.008, 0.000, 0.000, 0.006, 0.006, 0.008, 0.001, 0.000, 0.000, 0.000, 0.000, 0.001, 0.000, 0.000]
}